1.
{
  "formula": "C10H22AgN2O4S",
  "method": "the ωB97M-V functional and the def2-TZVPD basis",
  "e_homo_ev": -12.0567,
  "e_tot_ha": -1349.642444,
  "lumo_ev": -2.03,
  "total_charge": 1,
  "symbols": ["Ag", "C", "N", "C", "C", "O", "C", "O", "C", "C", "O", "N", "C", "C", "H", "H", "H", "H", "H", "H", "H", "H", "H", "H", "H", "H", "H", "H", "H", "H", "C", "S", "C", "O", "H", "H", "H", "H", "H", "H"],
  "coordinates": [[-0.45961, -1.07234, 0.48975], [-4.25251, 2.74606, -0.94835], [-3.89491, 1.50156, -0.30895], [-5.00451, 0.61736, -0.00165], [-2.67411, 1.16066, 0.10895], [-2.46791, 0.11476, 0.72065], [-1.49611, 2.09516, -0.19385], [-0.32441, 1.35106, 0.05285], [0.87829, 1.99746, -0.27425], [2.01559, 0.98506, -0.09005], [1.78529, -0.15114, 0.31925], [3.25479, 1.38896, -0.38205], [3.62529, 2.69926, -0.86414], [4.38109, 0.51116, -0.11585], [-5.05991, 2.56176, -1.65694], [-3.41411, 3.17276, -1.49025], [-4.60311, 3.47806, -0.21725], [-5.63291, 0.49536, -0.88145], [-5.60861, 1.02456, 0.80825], [-4.60811, -0.34734, 0.30215], [-1.54231, 2.97916, 0.46345], [-1.51691, 2.42906, -1.24045], [1.05059, 2.86066, 0.38845], [0.84869, 2.34376, -1.31765], [2.78309, 3.22206, -1.30255], [4.39529, 2.59165, -1.62955], [4.03649, 3.30966, -0.05635], [4.00819, -0.46574, 0.18075], [4.99439, 0.92326, 0.68815], [5.00159, 0.41216, -1.00734], [2.07779, -3.88034, 0.90285], [0.36049, -4.03254, 1.51875], [0.12089, -5.79764, 1.09026], [-0.45871, -3.29734, 0.51025], [2.73509, -4.41204, 1.58025], [2.31899, -2.82124, 0.89515], [2.15229, -4.28324, -0.10125], [0.71819, -6.38845, 1.77535], [0.40689, -5.99525, 0.06215], [-0.93061, -6.02764, 1.22235]],
  "forces_ev_per_angstrom": [[0.0, 0.0, 0.1], [0.1, 0.4, 0.0], [-0.1, -0.1, -0.1], [-0.1, -0.3, 0.2], [0.2, 0.1, -0.1], [0.1, -0.2, 0.1], [0.0, 0.1, -0.1], [0.0, 0.0, 0.0], [0.0, 0.1, -0.1], [-0.1, 0.0, 0.0], [-0.3, -0.2, 0.1], [0.2, -0.1, -0.1], [0.0, 0.3, 0.0], [0.1, -0.3, 0.1], [0.1, 0.0, 0.0], [0.0, 0.0, 0.0], [0.0, 0.0, 0.0], [0.0, 0.0, -0.1], [0.0, 0.0, 0.1], [-0.1, 0.1, 0.0], [0.0, -0.1, -0.2], [0.0, 0.0, 0.1], [0.0, -0.1, -0.2], [0.1, 0.0, 0.1], [0.0, 0.0, 0.0], [-0.1, 0.0, 0.0], [0.0, 0.0, 0.0], [0.1, 0.1, 0.0], [0.0, 0.0, 0.0], [-0.1, 0.0, 0.0], [-0.6, -0.1, 0.3], [1.1, -1.3, -0.2], [0.1, 0.6, 0.2], [-0.6, 0.5, -0.6], [0.2, -0.1, 0.1], [0.0, 0.1, 0.1], [-0.1, -0.1, -0.1], [0.1, -0.1, 0.1], [0.1, 0.2, -0.1], [-0.1, 0.1, 0.1]],
  "lowdin_charge": [0.80, -0.03, -0.14, -0.01, -0.41, -0.02, -0.10, -0.19, -0.11, -0.41, -0.02, -0.14, -0.03, -0.01, 0.10, 0.08, 0.11, 0.10, 0.10, 0.09, 0.16, 0.13, 0.15, 0.14, 0.08, 0.10, 0.11, 0.08, 0.10, 0.10, -0.23, 0.87, -0.23, -0.64, 0.06, 0.03, 0.06, 0.06, 0.06, 0.05]
}



2.
{
  "formula": "C10H22BiN2O3P2",
  "method": "the ωB97M-V functional and the def2-TZVPD basis",
  "e_homo_ev": -12.0548,
  "e_tot_ha": -1626.577308,
  "lumo_ev": -3.66,
  "total_charge": 1,
  "symbols": ["Bi", "N", "C", "C", "O", "N", "C", "C", "O", "O", "H", "H", "H", "H", "H", "H", "C", "P", "C", "C", "C", "P", "C", "C", "H", "H", "H", "H", "H", "H", "H", "H", "H", "H", "H", "H", "H", "H", "H", "H"],
  "coordinates": [[0.70891, -1.40611, -0.80490], [1.06808, -2.93991, 1.65797], [2.48022, -3.21717, 1.34674], [3.15587, -1.89266, 1.11739], [4.18012, -1.61525, 1.71505], [2.55125, -1.10507, 0.17840], [3.10632, 0.22584, -0.00256], [2.26815, 1.10349, -0.91974], [2.33103, 2.27461, -1.10895], [1.43013, 0.36198, -1.59184], [0.99425, -2.39258, 2.53263], [0.50687, -3.74715, 1.75435], [2.49988, -3.91207, 0.46483], [2.98533, -3.76953, 2.05102], [4.11503, 0.13571, -0.50523], [3.22374, 0.83903, 0.86198], [0.70984, 0.47215, 2.31149], [-0.56449, 0.15818, 0.99348], [-1.92031, -0.77504, 1.60606], [-1.13159, 1.87836, 0.48045], [-2.31782, 1.69902, -0.52842], [-1.90069, 0.56793, -1.97355], [-3.49723, 0.39354, -2.79542], [-1.13109, 1.77043, -3.16338], [0.20142, 1.05474, 3.09545], [1.40862, 1.20747, 1.87822], [1.13377, -0.47055, 2.72246], [-2.52493, -0.17678, 2.35536], [-1.55551, -1.61335, 2.11448], [-2.55063, -1.12833, 0.78010], [-0.31068, 2.30936, -0.11311], [-1.31925, 2.38175, 1.37429], [-2.63646, 2.63445, -0.95719], [-3.25863, 1.38288, -0.04535], [-4.01207, 1.38084, -2.70526], [-4.13962, -0.21565, -2.20520], [-3.33597, 0.18857, -3.83125], [-1.93821, 2.39735, -3.51700], [-0.64976, 1.16357, -3.95062], [-0.36386, 2.39593, -2.67322]],
  "forces_ev_per_angstrom": [[-0.8, -0.2, 0.4], [0.1, 1.6, 0.2], [-1.7, -0.2, -2.1], [1.0, -0.3, -0.3], [-0.5, 0.3, -0.2], [0.6, 0.8, 0.9], [1.6, 0.5, -1.4], [0.4, -1.4, -0.1], [0.5, 1.2, 0.6], [-1.7, -0.4, -1.7], [0.1, -0.7, -0.7], [-0.5, -1.1, 0.2], [0.0, 0.9, 0.3], [1.2, -0.9, 2.1], [-0.9, 0.3, 0.6], [0.4, -0.2, 1.2], [-1.2, 0.4, -0.1], [1.9, 1.0, -0.4], [-2.1, 1.4, 0.7], [0.1, -2.6, -2.8], [-0.4, -0.3, 0.5], [1.0, 0.5, 0.3], [-0.5, 2.2, 1.2], [0.5, -0.6, 0.8], [0.1, -0.4, 0.1], [0.1, -0.8, 0.2], [0.0, 1.1, -0.4], [0.5, -0.6, -0.9], [0.6, -1.4, 0.8], [0.0, 0.3, 0.2], [0.0, 0.1, 0.6], [-0.5, 1.2, 1.3], [0.3, 0.7, -0.2], [0.5, -0.4, 0.1], [0.4, -0.4, -0.4], [-0.5, -1.2, -0.2], [-0.3, -0.6, -0.5], [0.0, 0.2, -0.4], [-0.3, 0.6, 0.2], [-0.2, -0.4, -0.2]],
  "lowdin_charge": [1.60, -0.04, -0.18, -0.56, 0.10, -0.24, -0.15, -0.67, 0.13, -0.36, 0.08, 0.07, 0.14, 0.09, 0.17, 0.11, -0.20, 0.74, -0.27, -0.30, -0.40, 0.78, -0.29, -0.26, 0.06, 0.05, 0.05, 0.10, 0.02, 0.06, 0.08, 0.07, 0.08, 0.08, 0.07, 0.03, 0.04, 0.04, 0.05, 0.04]
}



3.
{
  "formula": "C10H22BrFO4P",
  "method": "the ωB97M-V functional and the def2-TZVPD basis",
  "e_homo_ev": -2.2719,
  "e_tot_ha": -3710.260612,
  "lumo_ev": -0.07,
  "total_charge": -1,
  "symbols": ["C", "C", "F", "C", "C", "Br", "H", "H", "H", "H", "H", "H", "H", "O", "P", "O", "C", "C", "O", "C", "C", "O", "C", "C", "H", "H", "H", "H", "H", "H", "H", "H", "H", "H", "H", "H", "H", "H", "H"],
  "coordinates": [[0.84310, -1.33894, 3.78885], [1.63173, -2.75045, 4.21670], [0.70702, -3.88247, 4.46108], [2.70523, -3.02289, 2.97317], [4.14443, -2.38985, 3.48861], [4.85747, -1.33706, 1.89876], [1.68165, -0.49497, 3.88641], [-0.09208, -1.11722, 4.45798], [0.52636, -1.37804, 2.64284], [2.21127, -2.52752, 5.21063], [2.76473, -4.14540, 2.64557], [2.38017, -2.38006, 2.02142], [4.89814, -3.25703, 3.74195], [-1.16121, 0.66987, 0.47133], [-0.48076, 0.63482, -0.91899], [-0.87595, 2.20230, -1.27620], [-0.09782, 3.22672, -0.68231], [1.23726, 3.36989, -1.38657], [-1.78282, -0.11986, -1.63054], [-2.53498, -1.08823, -0.91375], [-3.83343, -0.46682, -0.42922], [0.27955, 0.59566, -2.47247], [-0.40602, 0.47799, -3.71365], [-1.30696, 1.65195, -4.05778], [0.04338, 3.02692, 0.38474], [-0.66155, 4.15910, -0.77347], [1.85226, 2.47583, -1.24111], [1.78887, 4.23318, -1.00116], [1.09840, 3.49292, -2.46502], [-1.95507, -1.51578, -0.08951], [-2.76044, -1.90874, -1.60243], [-3.65747, 0.44204, 0.15527], [-4.39843, -1.17236, 0.18635], [-4.45419, -0.17086, -1.28161], [-0.94370, -0.47424, -3.76826], [0.37461, 0.42067, -4.48108], [-2.18133, 1.69334, -3.40320], [-1.66991, 1.56461, -5.08804], [-0.77152, 2.60101, -3.95529]],
  "forces_ev_per_angstrom": [[0.6, -0.6, -0.2], [0.5, 1.5, -1.1], [1.2, 1.8, -0.5], [0.4, 0.6, 0.2], [-1.2, -1.6, 0.2], [0.2, -0.4, 0.1], [-1.9, -1.9, -0.1], [1.8, -0.4, -1.2], [0.5, 0.0, 2.6], [-1.1, -0.8, -1.9], [-0.4, 1.8, 0.8], [0.5, -1.6, 2.2], [-1.2, 1.5, -1.0], [4.3, -1.4, 0.3], [-7.8, 2.6, -3.5], [0.7, 0.4, 0.5], [0.1, 0.4, 0.0], [0.3, 0.0, 0.0], [1.1, -0.8, 0.0], [-0.5, 0.0, 0.2], [-0.2, 0.2, 0.1], [2.2, -0.8, 2.6], [-0.3, -0.5, -0.7], [-0.3, 0.2, 0.3], [-0.1, 0.0, 0.0], [-0.1, -0.1, 0.0], [0.0, 0.1, 0.0], [0.0, -0.1, 0.0], [0.0, 0.0, 0.2], [-0.1, 0.2, -0.1], [0.1, 0.1, -0.1], [0.2, -0.2, 0.0], [0.0, 0.0, -0.1], [0.1, -0.1, 0.0], [0.0, 0.2, 0.1], [0.2, 0.0, 0.3], [0.1, 0.0, -0.1], [0.2, -0.1, 0.1], [0.0, -0.2, -0.1]],
  "lowdin_charge": [-0.10, -0.31, -0.16, -0.36, -0.68, 0.22, 0.09, 0.07, 0.07, 0.12, 0.09, 0.05, -0.04, -0.22, 0.78, -0.26, -0.30, -0.09, -0.27, -0.30, -0.08, -0.27, -0.29, -0.08, 0.11, 0.12, 0.07, 0.08, 0.07, 0.11, 0.11, 0.07, 0.07, 0.07, 0.11, 0.12, 0.07, 0.08, 0.07]
}